1.
{"formula": "C9H13Br12Cl2N4", "method": "ωB97M-V/def2-TZVPD", "spin_multiplicity": 1, "total_charge": 1, "orbital_gap_ha": 0.305, "homo_energy_ev": -12.08, "lumo_energy_ev": -3.78, "e_tot_ha": -32377.97207, "elements": ["C", "C", "Cl", "C", "Cl", "N", "C", "N", "C", "N", "N", "H", "H", "H", "H", "H", "H", "H", "H", "H", "C", "Br", "Br", "Br", "H", "C", "Br", "Br", "Br", "H", "C", "Br", "Br", "Br", "H", "C", "Br", "Br", "Br", "H"], "positions_angstrom": [[2.8037, -1.9987, -1.0724], [2.3403, -0.6142, -0.6158], [3.6267, 0.5368, -1.0547], [1.0034, -0.1576, -1.2521], [0.7121, 1.5445, -0.8041], [-0.1102, -0.9350, -0.6953], [-1.0373, -0.6431, 0.1926], [-1.8568, -1.7567, 0.4403], [-1.3493, -2.6598, -0.3860], [-1.7292, -3.9438, -0.5815], [-0.3168, -2.1899, -1.1183], [3.7516, -2.1962, -0.5689], [2.1330, -2.7900, -0.7240], [2.9901, -2.0720, -2.1449], [2.1892, -0.6582, 0.4653], [1.0039, -0.2056, -2.3408], [-1.0913, 0.3294, 0.6494], [-1.0107, -4.6417, -0.6666], [-2.6829, -4.2329, -0.7085], [0.2060, -2.7395, -1.7827], [-4.6092, 0.8062, -1.8100], [-4.9926, -0.3495, -3.2965], [-6.1890, 1.2519, -0.8108], [-3.2296, 0.0402, -0.6637], [-4.2176, 1.7291, -2.2156], [1.3391, -2.6537, 3.5430], [0.3801, -1.9925, 5.0681], [2.2413, -4.3125, 3.9173], [0.1716, -2.7968, 1.9976], [2.0994, -1.9243, 3.2998], [4.8815, 3.6040, 1.8688], [4.4010, 4.1803, 3.6421], [3.3431, 2.9908, 0.8743], [5.8453, 4.9633, 0.9088], [5.5449, 2.7578, 1.9773], [-3.7653, 4.6608, -0.6301], [-1.8486, 4.4344, -0.6237], [-4.2865, 6.3601, 0.0958], [-4.5064, 4.3786, -2.3879], [-4.1780, 3.8962, 0.0145]], "forces_ev_per_angstrom": [[0.09, -0.16, 0.41], [0.00, -0.63, -0.63], [-0.22, -0.59, -0.24], [0.62, 1.04, 0.85], [-0.29, -0.29, -0.24], [0.99, 0.67, -0.64], [-0.40, -2.21, 0.69], [2.20, 1.32, -0.67], [-0.71, -0.76, -0.48], [0.11, -0.05, 0.08], [-1.00, -0.66, 0.52], [-0.02, -0.01, -0.11], [-0.02, 0.08, -0.10], [-0.17, 0.12, 0.01], [0.15, 0.44, -0.02], [-0.08, -0.21, 0.05], [0.12, -0.16, 0.29], [-0.11, -0.09, -0.14], [-0.11, 0.19, 0.39], [0.34, 0.55, -0.18], [-0.05, 0.30, -0.03], [0.07, -0.01, 0.13], [0.17, -0.08, -0.01], [-2.57, 0.99, -1.46], [0.00, -0.01, 0.00], [0.25, -0.20, 0.17], [0.00, -0.05, -0.15], [-0.09, 0.11, -0.07], [0.74, -0.23, 1.17], [-0.03, 0.00, -0.04], [0.03, 0.15, 0.10], [0.01, -0.03, -0.10], [0.10, 0.48, 0.43], [-0.08, -0.07, 0.04], [-0.03, -0.01, -0.02], [-0.09, 0.01, 0.09], [-0.05, -0.01, -0.02], [0.06, -0.09, -0.07], [0.07, 0.14, 0.00], [0.00, 0.00, -0.02]], "mulliken_charge": [-1.399, 0.317, -0.080, -0.266, -0.043, 0.744, -0.523, -0.498, 0.145, -0.382, -0.290, 0.414, 0.369, 0.355, 0.096, 0.344, 0.591, 0.205, 0.230, 0.262, -0.071, -0.028, 0.022, 0.297, 0.014, -0.345, 0.020, 0.000, 0.127, 0.325, -0.349, -0.006, 0.065, 0.002, 0.315, -0.270, 0.028, -0.009, -0.018, 0.290]}

2.
{"formula": "C9H13Cl2EuI2NOP", "method": "ωB97M-V/def2-TZVPD", "spin_multiplicity": 7, "total_charge": 2, "orbital_gap_ha": [0.254, 0.157], "homo_energy_ev": [-15.64, -15.64], "s_squared": 12.07, "lumo_energy_ev": [-8.73, -11.36], "e_tot_ha": -3047.54952, "elements": ["I", "I", "Eu", "P", "C", "C", "H", "H", "H", "C", "H", "H", "H", "H", "H", "H", "C", "O", "Cl", "Cl", "C", "C", "C", "C", "N", "C", "H", "H", "H", "H"], "positions_angstrom": [[-2.3591, 2.5224, 2.9047], [0.6740, 2.4468, 2.9277], [-0.6826, 0.3765, 0.9775], [-0.5355, 1.6702, -1.7704], [0.7094, 2.7068, -2.5678], [-1.5331, 1.0755, -3.1900], [-2.5685, 2.3712, -0.6085], [-1.9915, 3.6034, -1.8383], [-1.1634, 3.4242, -0.2101], [-1.6986, 2.9088, -1.0249], [-2.3833, 0.5075, -2.7999], [-1.8743, 1.9382, -3.7865], [0.2268, 3.4304, -3.2356], [1.3827, 2.0638, -3.1331], [-0.8997, 0.4208, -3.7952], [1.2810, 3.2201, -1.7962], [2.1797, 0.5659, -0.4870], [3.3174, 0.6292, -0.5877], [-2.8514, -0.5818, 0.0324], [1.3451, -5.8103, 0.8107], [1.1556, -4.2350, 1.4953], [1.2645, -4.0780, 2.8865], [1.0758, -2.8054, 3.4335], [0.7198, -1.7317, 2.6117], [0.4939, -1.9141, 1.2872], [0.7912, -3.1287, 0.6941], [1.4772, -4.9175, 3.5231], [1.1183, -2.6640, 4.5114], [0.6221, -0.7354, 3.1086], [0.7063, -3.2798, -0.3732]], "forces_ev_per_angstrom": [[-0.49, 0.08, 0.10], [0.33, 0.09, 0.01], [-0.05, -1.65, -2.02], [-1.47, 0.06, 0.25], [0.18, -0.06, 0.27], [0.21, -0.07, 0.35], [0.10, 0.31, -0.33], [-0.09, -0.14, 0.79], [-0.25, 0.24, -0.32], [0.38, -0.22, -0.26], [0.09, 0.09, -0.21], [0.14, -0.36, 0.22], [0.14, -0.15, 0.14], [0.07, 0.10, -0.11], [-0.22, 0.06, -0.05], [0.12, 0.19, -0.12], [3.23, -0.02, 0.45], [-3.09, -0.13, 0.03], [1.15, 0.62, 0.68], [0.04, 0.69, 0.04], [-0.30, 0.44, 0.09], [-0.23, 1.01, -0.58], [-0.22, -0.03, -0.03], [-0.01, -1.40, -0.05], [0.66, 0.24, -0.41], [-0.30, 0.34, 1.94], [0.09, -0.22, 0.07], [0.22, 0.00, -0.24], [-0.17, -0.52, -0.68], [-0.27, 0.42, -0.01]], "mulliken_charge": [0.427, 0.091, 0.946, 0.680, -1.192, -1.150, 0.390, 0.417, 0.281, -1.079, 0.317, 0.412, 0.410, 0.402, 0.372, 0.373, 0.138, -0.120, -0.390, -0.127, 0.329, -0.256, -0.660, 0.345, -0.186, -0.524, 0.466, 0.389, 0.071, 0.427]}

3.
{"formula": "C9H13F2N5O8S2V", "method": "ωB97M-V/def2-TZVPD", "spin_multiplicity": 2, "total_charge": 0, "orbital_gap_ha": [0.254, 0.274], "homo_energy_ev": [-10.01, -10.03], "s_squared": 0.80, "lumo_energy_ev": [-3.09, -2.57], "e_tot_ha": -3166.49690, "elements": ["O", "V", "N", "S", "O", "O", "F", "S", "O", "O", "F", "O", "C", "O", "O", "H", "C", "C", "N", "H", "H", "H", "C", "C", "N", "H", "H", "H", "C", "C", "N", "H", "H", "H", "C", "C", "N", "H", "H", "H"], "positions_angstrom": [[-3.7101, -0.5092, 11.5636], [-3.3103, -1.9018, 12.2520], [-3.7642, -3.0503, 10.5826], [-2.7628, -4.1628, 9.7064], [-2.2049, -3.6716, 8.4890], [-3.2200, -5.5166, 9.7820], [-1.5036, -4.1068, 10.6713], [-5.1538, -3.4454, 9.9554], [-5.9650, -4.3183, 10.7525], [-5.1513, -3.5720, 8.5279], [-5.8029, -1.9770, 10.0424], [-1.7014, -5.6305, 13.4798], [-2.4086, -4.5822, 13.9539], [-2.3673, -3.4642, 13.3084], [-3.0561, -4.7453, 14.9757], [-1.3123, -5.3296, 12.6361], [-8.5769, -5.3027, 8.4193], [-9.5487, -4.2277, 8.5119], [-10.2911, -3.3549, 8.5863], [-8.1949, -5.4159, 9.4352], [-7.8363, -5.1533, 7.6420], [-9.1147, -6.2315, 8.2125], [-3.1037, -2.1497, 5.6963], [-3.3623, -1.1480, 6.7130], [-3.6417, -0.4624, 7.5902], [-3.6956, -1.8824, 4.8221], [-3.4875, -3.1173, 6.0384], [-2.0599, -2.4007, 5.5248], [1.4783, -1.9588, 11.1769], [0.0367, -1.7196, 11.3256], [-1.0853, -1.5581, 11.4229], [1.6674, -2.2575, 10.1471], [1.8316, -2.7132, 11.8709], [1.9431, -0.9852, 11.3350], [-2.2105, -8.7783, 9.6653], [-1.0852, -7.8642, 9.4960], [-0.2361, -7.0995, 9.4130], [-1.8223, -9.7182, 10.0594], [-2.8393, -8.9394, 8.7971], [-2.8399, -8.3688, 10.4590]], "forces_ev_per_angstrom": [[0.45, -2.67, 2.45], [2.01, 0.62, -2.91], [2.52, -1.88, -0.61], [2.69, -0.60, -0.09], [-1.00, 0.29, 0.73], [-0.36, 1.21, 0.28], [-0.69, -0.05, 0.15], [-5.20, 1.97, -1.50], [0.96, 0.78, -0.26], [0.92, -1.02, 0.71], [0.17, -0.82, 1.03], [0.41, 0.94, -1.15], [-1.65, -1.08, 2.77], [-0.64, 2.51, -2.01], [0.53, 0.17, -0.78], [-0.01, -0.40, 0.29], [-0.76, -0.63, 0.60], [-0.09, 0.51, -0.43], [0.01, -0.13, 0.05], [0.65, -0.02, -0.29], [0.21, 0.23, 0.23], [0.03, 0.06, -0.14], [-0.59, -0.87, 0.02], [0.14, -0.36, 0.60], [0.13, 0.23, -0.13], [0.51, -0.05, -0.32], [-0.31, 0.27, 0.24], [0.12, 0.75, -0.28], [-0.68, 0.72, -0.36], [0.94, -0.45, -0.11], [-1.70, -0.04, 0.88], [0.01, -0.13, 0.03], [-0.04, 0.02, 0.10], [0.31, -0.19, 0.14], [0.08, -0.06, 0.98], [-0.51, 0.01, -0.29], [0.27, 0.10, -0.01], [-0.09, -0.12, -0.26], [0.30, 0.10, -0.27], [-0.04, 0.07, -0.10]], "mulliken_charge": [-0.393, 1.181, 0.463, 0.609, -0.492, -0.487, -0.201, 0.918, -0.580, -0.523, -0.293, -0.461, 0.648, -0.469, -0.610, 0.342, -0.589, 0.347, -0.411, 0.141, 0.216, 0.311, -0.755, 0.420, -0.438, 0.314, 0.205, 0.294, -0.961, 0.403, -0.160, 0.304, 0.310, 0.355, -0.746, 0.389, -0.417, 0.317, 0.278, 0.221]}

4.
{"formula": "C9H13FN2O4P", "method": "ωB97M-V/def2-TZVPD", "spin_multiplicity": 1, "total_charge": 1, "orbital_gap_ha": 0.243, "homo_energy_ev": -12.25, "lumo_energy_ev": -5.64, "e_tot_ha": -1201.91826, "elements": ["N", "P", "O", "O", "C", "C", "C", "C", "N", "C", "F", "H", "H", "H", "H", "H", "H", "H", "O", "C", "O", "C", "C", "C", "H", "H", "H", "H", "H", "H"], "positions_angstrom": [[4.0819, 2.1877, 2.9704], [3.5323, 2.0691, 1.4530], [3.9996, 3.4998, 0.5092], [4.2075, 0.6580, 0.6656], [1.6179, 1.9667, 1.3042], [0.8188, 0.5597, 1.0260], [-0.8310, 0.5968, 0.8686], [-1.5818, 2.0837, 0.9875], [-0.7835, 3.3574, 1.2737], [0.7372, 3.3828, 1.4292], [1.4319, 4.6962, 1.6948], [4.5966, 3.1187, 2.9837], [3.4672, 3.4806, -0.3618], [3.6362, 0.4330, -0.1514], [1.3875, -0.4634, 0.9130], [-1.4962, -0.3600, 0.6470], [-2.7620, 2.1732, 0.8472], [-1.3167, 4.2634, 1.3636], [-2.8792, -1.1332, -0.2171], [-2.4583, -1.9789, -0.9890], [-1.6791, -1.7084, -2.0771], [-1.4653, -2.9131, -2.8110], [-1.6991, -4.0269, -1.8242], [-2.7524, -3.4466, -0.9147], [-2.1721, -2.9431, -3.6469], [-0.4461, -2.9270, -3.2080], [-1.9987, -4.9656, -2.2976], [-0.7823, -4.2140, -1.2519], [-3.7620, -3.6284, -1.2933], [-2.6488, -3.8182, 0.1074]], "forces_ev_per_angstrom": [[-0.87, 0.98, -3.47], [3.26, 1.12, 0.91], [-2.76, -3.44, -0.31], [-3.64, 2.46, -0.38], [-4.26, 0.00, -0.95], [-2.83, 3.99, 0.19], [2.35, 4.33, 0.89], [3.57, -1.86, 0.20], [2.53, -2.89, -0.21], [-0.10, -1.96, -0.26], [-3.25, -5.19, -1.09], [-0.69, -1.37, 0.21], [1.32, 0.21, 1.72], [1.42, 0.41, 1.58], [-1.12, 2.37, 0.36], [1.29, 2.30, 0.40], [2.98, 0.06, 0.41], [0.92, -1.25, -0.12], [0.79, -0.47, -0.94], [-0.62, 0.56, 0.10], [-0.61, 0.56, 1.35], [0.37, -0.54, -0.88], [0.29, -0.85, -0.02], [0.23, -0.34, 0.18], [0.07, 0.07, 0.10], [-0.23, 0.27, 0.05], [0.10, 0.19, 0.02], [-0.13, -0.02, -0.13], [-0.01, 0.09, 0.18], [-0.38, 0.22, -0.10]], "mulliken_charge": [-0.681, 0.879, -0.513, -0.499, 0.093, -0.068, -0.178, -0.256, -0.059, 0.177, -0.187, 0.275, 0.332, 0.314, 0.366, 0.319, 0.392, 0.318, -0.701, 0.625, -0.334, -0.425, -0.473, -0.437, 0.284, 0.310, 0.321, 0.257, 0.273, 0.275]}

5.
{"formula": "C9H13HgN", "method": "ωB97M-V/def2-TZVPD", "relative_energy_kcal_mol": 0.0, "spin_multiplicity": 1, "total_charge": -2, "orbital_gap_ha": 0.119, "homo_energy_ev": 2.66, "lumo_energy_ev": 5.89, "e_tot_ha": -558.62308, "elements": ["C", "C", "C", "C", "C", "Hg", "C", "C", "C", "N", "H", "H", "H", "H", "H", "H", "H", "H", "H", "H", "C", "H", "H", "H"], "positions_angstrom": [[1.2369, -2.0754, -1.5321], [-0.1481, -1.9867, -1.8004], [-0.8773, -2.4058, -0.6502], [0.0803, -2.6678, 0.4202], [1.3994, -2.4754, -0.1578], [0.4448, -0.4194, 0.8014], [-1.0949, 2.0332, -0.2328], [0.2804, 2.3281, -0.3785], [0.6341, 3.4428, -1.1873], [1.1815, 1.5831, 0.2776], [-1.9477, -2.5549, -0.5619], [-0.6273, -1.7294, -2.7404], [-0.1473, -3.0731, 1.4201], [2.2968, -2.8332, 0.3434], [2.0056, -1.9114, -2.2779], [-1.7753, 2.8733, -0.4656], [2.1568, 1.8590, 0.1965], [-1.3454, 1.2160, 0.3849], [-0.2008, 3.9496, -1.7134], [1.6226, 3.8933, -1.1943], [-1.2513, 0.2514, 2.5695], [-1.1129, -0.8383, 2.8048], [-0.5153, 0.9063, 3.0876], [-2.2956, 0.6344, 2.5868]], "forces_ev_per_angstrom": [[-0.52, -0.66, 0.55], [-0.27, -1.14, 0.85], [1.24, -0.20, 0.31], [-0.68, -0.11, -1.18], [-0.32, -0.23, -0.72], [-0.66, 2.44, 0.65], [0.45, 0.90, -1.03], [-1.89, 2.07, -1.31], [-0.18, 0.07, -0.14], [1.67, -1.85, 1.31], [0.14, 0.39, 0.01], [0.27, 0.15, 0.16], [0.18, 0.13, -0.71], [0.00, 0.40, -0.21], [0.09, 0.17, 0.33], [0.11, -0.84, 0.15], [-0.41, -0.19, -0.37], [-0.82, -0.19, 0.57], [0.73, -0.15, 0.37], [0.11, -0.02, 0.01], [1.27, -1.20, 0.16], [-0.66, 0.90, 0.77], [-0.68, -0.45, -0.09], [0.84, -0.40, -0.41]], "mulliken_charge": [-0.437, -0.432, -0.532, -0.601, -0.805, 0.668, -1.088, 0.550, -0.991, -0.514, 0.308, 0.366, 0.510, 0.444, 0.358, 0.096, 0.009, 0.073, 0.224, 0.190, -1.021, 0.196, 0.157, 0.272]}

6.
{"formula": "C9H13IO5", "method": "ωB97M-V/def2-TZVPD", "relative_energy_kcal_mol": 129.6, "spin_multiplicity": 1, "total_charge": 0, "orbital_gap_ha": 0.317, "homo_energy_ev": -8.42, "lumo_energy_ev": 0.19, "e_tot_ha": -1024.42218, "elements": ["C", "C", "C", "C", "C", "C", "C", "C", "C", "O", "O", "O", "O", "O", "I", "H", "H", "H", "H", "H", "H", "H", "H", "H", "H", "H", "H", "H"], "positions_angstrom": [[-0.9682, 3.7732, 0.6929], [-1.3744, 2.5354, 0.8335], [2.4547, -0.9314, -1.3865], [2.0405, -1.6929, -0.2126], [1.6273, -0.6992, 0.9142], [0.0895, -0.6600, 0.6481], [-0.1402, -2.1186, 0.1697], [-1.7204, 1.3760, -1.8806], [-1.4845, 0.8098, -0.5326], [1.7131, -0.5786, -2.2969], [1.0243, -2.6000, -0.4559], [1.8780, -1.1524, 2.1488], [-0.2769, -2.7836, 1.4212], [-0.2453, 0.2037, -0.4461], [-3.1054, -0.3355, 0.2011], [-0.9828, 4.5100, 1.4981], [-0.6222, 4.2651, -0.1835], [-1.8291, 2.0115, 1.6008], [3.4527, -0.4538, -1.2922], [2.8208, -2.4143, -0.1615], [2.1147, 0.3122, 0.6743], [-0.5428, -0.3978, 1.5383], [-0.9399, -2.2456, -0.5438], [-2.6430, 2.1595, -1.9453], [-1.9894, 0.6475, -2.5762], [-0.8761, 1.8210, -2.2239], [1.5454, -2.0501, 2.4092], [-1.0204, -3.3111, 1.3874]], "forces_ev_per_angstrom": [[-0.22, 0.22, 0.57], [0.06, -2.21, -3.25], [-1.57, 2.97, -2.36], [0.79, -0.78, -0.37], [-0.41, 0.50, -2.59], [-0.80, 0.26, -1.00], [0.44, 0.25, 1.20], [-4.24, 1.55, 0.93], [1.58, 2.97, 2.42], [1.36, -1.07, 0.92], [-2.26, 0.59, 0.09], [0.95, -0.77, 3.06], [1.67, 0.97, -0.36], [-0.31, 0.30, -0.31], [-0.50, 0.01, 0.18], [-0.24, -0.44, 0.35], [0.37, -0.29, -1.06], [-0.57, -0.31, 1.96], [0.15, -0.38, -0.12], [1.80, 0.04, 1.63], [-0.68, -1.31, 0.96], [0.94, -0.40, -0.68], [-0.54, -0.14, 0.26], [2.30, -1.79, 0.63], [-0.35, -1.57, -1.16], [2.61, 1.56, -0.88], [0.05, 1.22, -1.10], [-2.38, -1.95, 0.08]], "mulliken_charge": [-0.692, -0.035, -0.401, 0.242, -0.314, 0.038, -0.075, -1.539, 0.068, -0.447, -0.499, -0.585, -0.545, -0.371, 0.141, 0.251, 0.271, 0.354, 0.378, 0.433, 0.359, 0.418, 0.553, 0.291, 0.537, 0.431, 0.403, 0.335]}

It is found that the largest force on an atom values, taken in the order of the records, are 3.12; 3.26; 5.76; 6.22; 3.10; 4.61 eV Å⁻¹.